Record 1
Formula: C22H33N3O5
Source: the OMol25 dataset
Level of theory: ωB97M-V/def2-TZVPD

Last column: Mulliken charge in e.
Atoms and positions in Å:
H1 -0.16 3.72 2.36  0.3547
C1 -0.08 -3.98 0.94  -0.5667
C2 2.85 -2.41 4.39  -0.9341
H2 1.65 -7.37 1.77  0.2425
C3 -0.20 -1.68 1.57  -0.7751
C4 0.37 2.72 -3.21  -1.0683
C5 -0.64 -2.71 0.77  0.4665
H3 -0.56 -3.57 -2.40  0.5052
H4 -2.51 -1.89 0.09  0.4316
H5 1.09 4.37 1.28  0.3780
H6 3.62 -2.87 5.00  0.2349
C6 -0.26 -2.53 -2.32  -0.7162
H7 1.23 -6.42 0.32  0.3323
O1 -0.47 5.61 1.79  -0.4086
H8 -2.12 6.00 -0.32  0.3044
C7 -1.05 6.04 -0.54  -0.8417
H9 1.08 2.21 -2.56  0.2525
H10 0.31 2.21 -4.17  0.4111
C8 -0.70 3.71 0.26  0.2441
H11 -0.44 -4.79 0.33  0.3537
H12 2.06 -2.01 5.03  0.3613
H13 0.74 3.73 -3.39  0.4181
O2 -2.77 1.90 -1.68  -0.7026
C9 -1.24 0.37 -2.65  -1.0195
C10 0.57 -0.15 -1.02  -0.2222
C11 1.17 -2.45 -1.77  -0.5773
C12 -0.56 4.65 -0.94  1.0184
O3 1.52 -5.40 2.11  -0.4553
C13 -0.89 -0.42 -1.36  0.0973
H14 -0.41 0.37 -3.35  0.3948
H15 3.29 -1.58 3.81  0.3645
C14 0.92 -4.20 1.88  1.0478
H16 2.41 -0.91 -1.07  0.3186
H17 -0.89 6.76 -1.34  0.3844
C15 -1.35 4.14 -2.15  -1.8937
C16 -0.30 6.50 0.72  -0.5591
H18 -2.09 -3.46 -0.62  0.4613
C17 1.38 -3.13 2.67  1.0601
N1 -1.23 -1.82 -1.51  0.2734
H19 0.77 6.61 0.49  0.3445
C18 0.01 4.32 1.47  -0.8018
H20 -0.69 7.46 1.07  0.3499
N2 -0.93 2.82 -2.59  0.2405
H21 1.13 -1.04 3.10  0.4151
H22 -2.41 4.06 -1.88  0.4209
H23 -0.64 -0.69 1.48  0.5558
H24 -1.25 4.84 -2.99  0.3826
H25 0.50 4.71 -1.21  0.2072
C19 -1.68 -2.50 -0.31  -1.7458
H26 1.88 -2.73 -2.56  0.4573
H27 1.30 -3.14 -0.93  0.1630
O4 0.94 0.92 -0.56  -0.7166
H28 -1.76 3.57 0.49  0.2751
H29 -1.52 -0.01 -0.57  0.6602
H30 -2.10 -0.14 -3.10  0.3786
O5 2.37 -3.43 3.55  -0.4447
C20 -1.71 1.76 -2.26  0.2777
H31 -0.29 -2.08 -3.32  0.3102
C21 0.80 -1.88 2.50  -0.9231
H32 -0.26 2.74 0.04  -0.3526
H33 0.00 -6.72 1.58  0.3521
C22 1.06 -6.53 1.40  -0.8924
N3 1.46 -1.10 -1.34  0.1149

Calculated values
F_max   0.505 eV Å⁻¹
Charge   0
ΔE to the lowest compared entry with this formula, charge and spin   2.7408 eV
Spin multiplicity   1
SMILES   COc1ccc(CN2CCNC(=O)[C@H]2CC(=O)N(C)CC2CCOCC2)cc1OC
LUMO energy   0.5694 eV
HOMO   -8.153 eV

---

Record 2
Formula: C5H12O2
Source: the OMol25 dataset
Level of theory: ωB97M-V/def2-TZVPD

Last column: Mulliken charge in e.
Atoms and positions in Å:
C1 1.13 -1.33 -0.53  -0.5287
H1 -0.36 -1.46 -2.07  0.3367
O1 0.06 3.16 -0.17  -0.6135
H2 -0.53 0.74 -0.92  0.0350
C2 -0.32 -1.40 -0.96  -0.5816
H3 0.15 3.87 -0.84  0.3086
C3 0.73 -0.13 1.41  -0.4288
H4 1.49 -0.41 -1.02  0.2952
H5 0.87 -0.20 2.50  0.2960
H6 -1.09 0.89 1.48  0.3594
H7 1.35 0.72 1.05  0.3002
H8 -1.29 -0.88 1.52  0.3464
H9 -0.58 2.52 -0.56  0.3633
H10 -0.84 -2.29 -0.55  0.3184
H11 -2.09 -0.14 -0.89  0.2626
O2 1.33 -1.30 0.90  -0.3940
C4 -0.75 -0.06 1.02  -0.4967
C5 -1.05 -0.15 -0.51  -0.4909
H12 1.78 -2.16 -0.86  0.3125

Calculated values
F_max   1.433 eV Å⁻¹
Charge   0
ΔE to the lowest compared entry with this formula, charge and spin   1.1524 eV
Spin multiplicity   1
SMILES   C1CCOCC1.O
LUMO energy   0.7573 eV
HOMO   -9.584 eV

---

Record 3
Formula: C3H4INS
Source: the OMol25 dataset
Level of theory: ωB97M-V/def2-TZVPD

Last column: Mulliken charge in e.
Atoms and positions in Å:
H1 -1.03 1.05 -1.04  0.4452
H2 0.43 -0.52 -1.91  0.3468
H3 1.56 0.26 -0.88  0.3083
C1 -0.59 -0.99 1.17  -0.0412
I1 0.56 2.63 0.79  -0.0419
S1 0.80 -1.58 0.18  -0.1443
H4 -0.86 -1.45 2.08  0.4035
C2 -0.42 0.69 -0.21  -0.4793
N1 -1.09 0.07 0.75  -0.4532
C3 0.62 -0.16 -0.92  -0.3439

Calculated values
F_max   4.300 eV Å⁻¹
Charge   0
ΔE to the lowest compared entry with this formula, charge and spin   0.3937 eV
Spin multiplicity   1
SMILES   I[C@H]1CSC=N1
LUMO energy   -0.6966 eV
HOMO   -8.997 eV

---

Record 4
Formula: C4HN2S2
Source: the OMol25 dataset
Level of theory: ωB97M-V/def2-TZVPD

Last column: Mulliken charge in e.
Atoms and positions in Å:
N1 -2.71 1.83 -0.07  -0.5704
C1 -0.87 0.16 0.03  -0.2774
C2 1.83 -0.10 0.05  0.0171
S1 -1.59 -2.05 -0.08  -0.4141
C3 -0.24 -1.00 -0.08  0.5822
H1 2.95 -0.31 0.19  0.2915
C4 -1.78 1.13 -0.02  0.3742
S2 1.30 1.52 -0.10  -0.3749
N2 1.11 -1.19 0.08  -0.6282

Calculated values
F_max   2.427 eV Å⁻¹
Charge   -1
ΔE to the lowest compared entry with this formula, charge and spin   2.2586 eV
Spin multiplicity   1
LUMO energy   2.9048 eV
HOMO   -4.196 eV

---

Record 5
Formula: C18H43F2N10O19
Source: the OMol25 dataset
Level of theory: ωB97M-V/def2-TZVPD

Last column: Mulliken charge in e.
Atoms and positions in Å:
H1 -2.69 4.12 -6.03  0.2947
O1 6.86 2.43 1.39  -0.5716
H2 -3.26 2.15 -0.09  0.4700
O2 1.41 -6.01 -5.57  -0.5551
C1 -1.17 -1.28 -1.48  2.1713
O3 4.85 -0.09 4.88  -0.5596
H3 0.36 -4.48 -2.71  0.2842
H4 -6.39 2.12 3.72  0.3110
H5 1.14 -3.67 -6.07  0.3019
H6 -0.77 3.05 -0.67  0.6019
H7 -1.35 0.13 2.55  0.5221
C2 1.32 -5.55 2.38  -0.8404
H8 0.23 -2.28 -0.36  0.5947
C3 2.91 -1.29 5.25  -0.8052
C4 -2.64 1.45 0.39  -2.8069
O4 2.90 -4.89 -2.36  -0.5368
H9 -1.33 -2.43 0.23  0.4609
N1 -2.54 5.06 -4.18  0.8479
O5 2.09 -5.60 -0.50  -0.5467
H10 -2.07 2.64 -1.69  0.5645
O6 3.03 0.74 4.09  -0.4666
N2 -6.37 2.86 -1.08  0.8999
C5 -0.33 -0.67 0.86  3.0352
N3 -0.31 0.68 0.25  0.6506
H11 -2.26 1.80 1.31  0.5404
H12 -2.24 -1.06 1.69  0.5652
C6 -5.67 3.59 -2.17  -0.4909
H13 3.09 -1.30 6.32  0.3575
C7 0.66 -5.46 -2.34  -0.8062
C8 -1.29 -0.77 2.03  -3.0138
C9 -1.50 1.06 -0.51  2.5520
H14 -5.69 4.65 -1.92  0.3117
N4 1.99 -5.30 -1.68  0.9451
O7 -5.74 2.02 -0.46  -0.4895
C10 1.05 -0.94 1.41  -2.3723
C11 -1.17 2.29 -1.29  -2.2985
F1 -2.04 -2.24 -1.91  -0.4711
F2 -0.24 -1.28 -2.38  -0.3713
O8 0.39 -3.53 3.07  -0.4802
C12 4.28 4.98 1.15  -0.7867
H15 1.86 -1.18 5.03  0.2677
O9 2.14 -4.25 4.11  -0.5611
C13 -1.92 -0.01 -1.51  -2.4770
O10 3.48 -5.58 -5.11  -0.4960
H16 2.41 -3.26 -4.88  0.2785
H17 -1.15 4.96 -5.73  0.2974
N5 6.39 1.34 1.12  0.9898
N6 3.22 4.42 2.04  0.9484
O11 -5.28 0.06 3.18  -0.5559
H18 -0.98 -1.52 2.68  0.7012
H19 -0.54 2.09 -2.10  0.4116
H20 4.07 4.65 0.14  0.2862
H21 -4.65 3.23 -2.23  -0.0199
H22 4.65 0.16 1.07  0.2747
N7 -4.61 1.06 3.39  0.8481
H23 -6.21 3.40 -3.09  0.3301
O12 -7.53 3.15 -0.87  -0.5611
O13 7.02 0.40 0.67  -0.5793
H24 2.27 -5.55 1.87  0.3494
H25 -1.48 3.40 -4.92  0.2406
H26 -0.04 -5.83 -1.61  0.3015
O14 -3.07 6.12 -4.44  -0.5250
C14 -1.91 4.32 -5.31  -0.7008
H27 4.75 1.33 2.42  0.2317
H28 1.00 -1.70 2.16  0.0198
H29 -2.94 -0.22 -1.40  0.4864
O15 3.58 3.69 2.94  -0.4937
H30 2.85 -3.56 -6.58  0.2979
N8 3.65 -0.12 4.70  0.9181
N9 2.37 -5.26 -5.47  0.9213
H31 1.23 -6.42 3.03  0.3329
H32 -1.82 0.40 -2.47  0.5314
H33 0.79 -6.16 -3.16  0.3270
N10 1.28 -4.34 3.25  0.9014
H34 1.43 -0.07 1.86  0.7850
O16 2.07 4.73 1.79  -0.5555
C15 4.93 1.16 1.36  -0.5162
O17 -2.48 4.56 -3.07  -0.4736
C16 -0.65 -1.74 -0.17  -2.1643
H35 4.41 1.90 0.76  0.1545
H36 0.50 -5.50 1.68  0.2756
H37 1.72 -1.26 0.66  0.6301
O18 -3.40 1.11 3.35  -0.4232
H38 3.32 -2.18 4.78  0.2910
H39 -5.07 3.05 2.96  0.2774
C17 2.17 -3.82 -5.78  -0.7335
H40 5.24 4.61 1.49  0.3107
C18 -5.33 2.32 3.72  -0.7607
H41 4.22 6.06 1.22  0.3149
H42 -4.99 2.64 4.70  0.2947
H43 -3.22 0.60 0.59  0.5318
O19 0.77 0.90 -0.40  -0.7753

Calculated values
F_max   3.843 eV Å⁻¹
Charge   0
Spin multiplicity   2
LUMO energy (alpha / beta)   -0.2681 / -0.2682 eV
HOMO (alpha / beta)   -8.491 / -9.491 eV
Expectation value of S²   0.75